Here is one molecule with the formula C16H17NO4 from the OMol25 dataset. Energies are from ωB97M-V/def2-TZVPD.

The geometry in XYZ format:
```
38
Properties=species:S:1:pos:R:3:forces:R:3
C -1.820 -3.856 -0.097 -0.07 -0.20 -0.35
O -1.176 -2.861 0.691 0.02 0.08 0.39
C -0.424 -1.977 0.030 0.12 0.12 0.10
O -0.282 -1.973 -1.162 -0.03 0.02 -0.10
C 0.224 -0.991 0.997 -0.07 -0.33 0.15
N 0.034 0.374 0.597 0.07 -0.03 -0.10
C -1.128 1.082 0.757 -0.40 0.33 0.17
C -2.424 0.456 1.147 -0.04 -0.08 -0.18
C -3.234 0.030 -0.091 -0.01 0.07 0.18
C -3.690 1.213 -0.909 0.12 -0.27 -0.47
O -3.579 1.317 -2.099 0.03 -0.01 -0.13
O -4.285 2.153 -0.162 -0.24 0.38 0.61
C -0.874 2.392 0.437 -0.17 -0.19 0.18
C 0.482 2.490 0.088 0.28 -0.29 -0.04
C 1.027 1.230 0.185 0.03 0.57 -0.12
C 2.393 0.819 -0.110 0.29 -0.13 -0.05
C 3.457 1.599 0.343 -0.11 -0.05 0.01
C 4.761 1.244 0.055 0.11 0.03 -0.03
C 5.025 0.105 -0.689 0.08 -0.02 -0.02
C 3.975 -0.667 -1.157 0.09 -0.08 -0.01
C 2.667 -0.314 -0.876 0.00 0.09 0.00
H -1.080 -4.440 -0.646 -0.08 0.03 0.04
H -2.368 -4.486 0.598 0.03 0.04 -0.02
H -2.500 -3.389 -0.812 0.04 -0.05 0.05
H -0.185 -1.165 1.998 0.14 0.06 -0.15
H 1.299 -1.199 1.015 -0.22 -0.01 0.05
H -3.012 1.179 1.714 0.08 -0.12 0.06
H -2.261 -0.422 1.774 -0.06 0.04 0.06
H -4.128 -0.510 0.229 -0.03 -0.03 -0.04
H -2.644 -0.613 -0.745 -0.10 0.05 -0.04
H -4.563 2.894 -0.722 0.12 -0.25 -0.15
H -1.587 3.193 0.457 -0.20 0.11 0.02
H 0.998 3.373 -0.232 0.16 0.12 -0.10
H 3.250 2.482 0.930 -0.03 0.06 0.08
H 5.576 1.855 0.415 0.05 0.04 0.03
H 6.045 -0.174 -0.910 0.08 -0.02 -0.01
H 4.175 -1.545 -1.754 0.01 -0.06 -0.05
H 1.855 -0.897 -1.284 -0.10 -0.04 -0.03
```
Positions in Å, forces in eV/Å.

The calculation puts the HOMO-LUMO gap at 8.3407 eV. The energy relative to the best compared isomer or geometry (same formula, charge and spin) is 6.5 kcal/mol.

---

Here is an isolated ion of composition C4H11N2O and charge -1 from the OMol25 dataset. Energies are from ωB97M-V/def2-TZVPD.

The geometry in XYZ format:
```
18
Properties=species:S:1:pos:R:3:forces:R:3
N 2.947 0.374 0.729 -0.04 0.31 0.12
C 1.546 0.702 0.520 -0.16 -0.20 -0.21
N 0.977 -0.009 -0.614 0.08 -0.32 -0.11
C -0.377 0.404 -0.998 -0.01 0.55 0.20
C -1.481 0.258 0.048 -0.03 -0.22 0.14
C -2.175 -1.129 0.065 0.03 -0.09 0.23
O -3.226 -1.206 0.881 -0.02 0.01 -0.06
H 3.389 0.346 -0.182 0.10 -0.16 0.02
H 3.048 -0.530 1.169 -0.02 -0.08 -0.12
H 1.457 1.765 0.294 0.01 0.13 0.01
H 1.004 0.527 1.452 0.06 -0.02 0.15
H 0.954 -1.007 -0.420 0.01 0.07 0.13
H -0.640 -0.160 -1.894 -0.08 -0.11 -0.05
H -0.306 1.453 -1.314 0.08 0.01 -0.03
H -1.112 0.438 1.063 0.07 0.08 -0.05
H -2.268 0.997 -0.105 -0.10 0.09 -0.17
H -2.385 -1.351 -1.022 -0.08 -0.03 -0.05
H -1.354 -1.869 0.329 0.11 -0.02 -0.15
```
Positions in Å, forces in eV/Å.

Its total charge is -1. The calculation puts the HOMO-LUMO gap at 6.1318 eV. The energy relative to the best compared isomer or geometry (same formula, charge and spin) is 25.3 kcal/mol.

---

Here is C29H39CoN6O5SSeSiTe as an isolated structure at a distorted geometry from the OMol25 dataset. Energies are from ωB97M-V/def2-TZVPD.

The geometry in XYZ format:
```
84
Properties=species:S:1:pos:R:3:forces:R:3
Co -0.219 -3.342 -0.285 1.47 0.29 0.29
N 4.622 -4.390 -0.530 0.61 -0.29 0.22
N 3.406 -4.059 -1.078 -1.66 0.39 -0.13
N 3.275 -3.422 -2.225 0.21 -0.14 -0.24
C 1.972 -3.214 -2.273 -0.09 0.06 0.20
N 1.349 -3.695 -1.183 2.13 -0.50 -0.68
N 2.276 -4.247 -0.441 0.88 -0.35 -0.07
H 5.113 -3.528 -0.290 -0.28 -0.10 -0.04
H 4.406 -4.879 0.337 -0.05 0.07 -0.10
H 1.475 -2.686 -3.058 -0.23 0.13 -0.13
C -1.809 -2.369 3.568 0.44 -0.48 -0.36
Si -0.019 -3.036 3.574 0.32 0.28 1.24
C 0.223 -4.835 4.204 -0.31 0.50 -0.33
C 0.815 -1.960 4.947 -0.18 -0.35 -0.53
Se 1.357 -2.669 1.809 -1.18 -0.15 -0.63
H -2.316 -2.505 4.521 0.15 -0.12 0.30
H -2.363 -2.901 2.806 -0.19 0.10 0.09
H -1.821 -1.307 3.331 0.16 0.14 -0.08
H -0.161 -4.986 5.211 -0.15 0.11 0.21
H 1.279 -5.096 4.204 0.20 0.13 -0.04
H -0.306 -5.501 3.532 0.00 -0.13 -0.06
H 0.472 -2.239 5.938 -0.16 -0.13 0.29
H 0.603 -0.906 4.798 -0.08 0.26 -0.10
H 1.891 -2.084 4.911 0.34 -0.05 0.04
O -0.514 -5.133 0.211 0.10 -0.37 0.03
S -1.851 -4.738 0.803 -2.04 -1.89 0.82
O -2.953 -5.206 -0.006 0.07 0.11 -0.30
O -1.739 -3.220 0.752 -0.56 0.23 -0.08
O -1.969 -5.195 2.175 0.22 0.21 0.08
C 0.971 5.994 3.583 -0.08 -0.09 -0.10
C 0.696 4.802 2.709 -0.09 0.04 0.01
C 1.711 4.166 2.014 0.02 0.13 0.08
C 1.462 3.045 1.234 0.09 0.04 -0.03
C 2.627 2.408 0.542 0.05 -0.01 0.04
C 0.175 2.506 1.103 0.22 -0.19 -0.11
Te -0.093 0.375 0.167 0.02 0.83 0.43
N -0.338 -1.635 -0.911 -0.21 1.36 -0.13
C -1.315 -1.930 -1.721 0.62 1.34 -0.49
O -1.313 -3.026 -2.347 -0.03 -1.39 0.43
C -2.487 -1.034 -1.948 -0.33 -0.09 -0.15
C -3.268 -0.639 -0.866 -0.03 -0.12 -0.01
C -4.476 0.003 -1.084 -0.06 0.03 0.09
C -4.910 0.248 -2.378 -0.11 0.11 -0.03
C -4.129 -0.135 -3.455 -0.09 0.10 -0.14
C -2.921 -0.774 -3.240 0.04 0.07 0.05
C 0.529 1.205 -1.729 -0.11 -0.26 0.22
C 1.729 0.816 -2.325 0.03 -0.07 0.06
C 2.660 -0.181 -1.705 -0.01 -0.11 -0.01
C 2.131 1.392 -3.528 -0.02 0.11 -0.09
C 1.370 2.353 -4.170 0.09 -0.03 0.00
C 1.815 2.972 -5.469 -0.07 -0.04 0.11
C 0.177 2.730 -3.574 0.14 0.01 -0.07
C -0.247 2.172 -2.376 -0.22 0.15 0.01
C -1.531 2.660 -1.783 -0.09 0.00 -0.05
C -0.841 3.162 1.807 -0.16 -0.05 -0.10
C -2.269 2.683 1.764 0.02 -0.10 -0.07
C -0.583 4.287 2.583 0.10 0.07 0.04
H 2.042 6.183 3.636 0.08 0.09 0.06
H 0.598 5.817 4.592 0.01 0.08 0.11
H 0.479 6.887 3.195 0.00 0.10 0.03
H 2.726 4.546 2.093 0.06 0.01 0.02
H 3.568 2.811 0.914 0.11 0.01 -0.01
H 2.566 2.583 -0.531 0.09 -0.05 -0.12
H 2.594 1.332 0.709 0.12 -0.06 -0.07
H -2.939 -0.896 0.131 -0.01 0.01 0.01
H -5.099 0.296 -0.247 0.03 -0.02 0.05
H -5.867 0.724 -2.551 -0.04 0.05 0.02
H -4.487 0.041 -4.462 0.06 0.04 -0.06
H -2.314 -1.095 -4.074 0.05 -0.12 -0.07
H 2.141 -0.794 -0.973 0.08 -0.09 0.05
H 3.486 0.328 -1.207 0.06 0.06 0.10
H 3.090 -0.819 -2.475 0.06 -0.01 -0.01
H 3.079 1.090 -3.956 0.08 -0.07 -0.08
H 2.765 2.550 -5.797 0.05 -0.02 -0.04
H 1.940 4.051 -5.366 0.00 0.05 -0.03
H 1.074 2.796 -6.250 0.00 0.02 -0.09
H -0.431 3.491 -4.050 -0.11 0.02 -0.02
H -2.090 3.254 -2.505 -0.05 0.06 -0.05
H -1.312 3.271 -0.909 -0.11 0.04 0.12
H -2.144 1.819 -1.462 -0.09 0.01 0.07
H -2.359 1.820 1.108 -0.13 0.00 0.01
H -2.927 3.478 1.405 -0.09 0.00 -0.01
H -2.599 2.400 2.765 -0.11 -0.06 0.04
H -1.404 4.762 3.113 -0.06 0.03 0.06
```
Positions in Å, forces in eV/Å.

Its total charge is -2. The calculation puts the HOMO-LUMO gap (alpha / beta) at 5.7684 / 5.7437 eV. The energy relative to the best compared isomer or geometry (same formula, charge and spin) is 41.9 kcal/mol.

---

Here is an isolated ion of composition C6H10N3 and charge +1 at a distorted geometry from the OMol25 dataset. Energies are from ωB97M-V/def2-TZVPD.

The geometry in XYZ format:
```
19
Properties=species:S:1:pos:R:3:forces:R:3
H 0.657 2.162 1.066 -1.04 -1.21 -1.08
N 0.736 1.305 0.466 1.61 3.32 2.18
C -0.076 0.467 0.083 -0.13 1.03 1.20
N 0.638 -0.561 -0.566 2.59 -3.35 -2.04
N 1.857 -0.595 -0.477 -0.62 0.54 0.23
C 2.982 -0.211 -0.133 -0.83 0.21 0.13
C 4.256 0.012 0.111 -0.17 -2.45 -1.71
C -1.529 0.245 0.157 -2.46 1.57 1.94
C -2.152 0.316 -1.261 0.99 -1.74 0.38
C -1.947 -1.036 0.920 0.05 -1.31 -0.24
H 4.658 0.761 0.726 0.03 1.12 0.74
H 5.003 -0.691 -0.355 -0.87 0.70 0.46
H -1.946 1.168 0.835 0.99 -2.14 -1.71
H -1.388 -0.246 -1.852 -0.35 1.50 -0.65
H -2.426 1.351 -1.389 0.35 0.14 -1.22
H -3.000 -0.356 -1.488 -0.07 0.57 0.99
H -1.409 -2.044 0.627 -0.45 2.19 0.78
H -2.956 -1.242 0.497 0.39 0.18 1.05
H -1.957 -0.807 2.033 -0.01 -0.87 -1.44
```
Positions in Å, forces in eV/Å.

Its total charge is +1. The calculation puts the HOMO-LUMO gap at 7.8134 eV. The energy relative to the best compared isomer or geometry (same formula, charge and spin) is 148.0 kcal/mol.

---

Here is a 2-piece molecular cluster, F3H3SSi2 overall at a distorted geometry from the OMol25 dataset. Energies are from ωB97M-V/def2-TZVPD.

The geometry in XYZ format:
```
9
Properties=species:S:1:pos:R:3:forces:R:3
F -0.391 1.364 2.679 0.35 -0.22 -0.38
F -2.001 -0.533 2.806 0.24 -0.48 -0.25
F -2.460 1.364 1.282 0.27 -0.20 -0.47
Si 0.824 -1.041 -1.467 -0.32 1.22 0.66
Si -1.263 0.400 1.740 -0.52 0.66 0.49
S 1.616 0.605 -2.561 -0.24 -0.30 -0.25
H 1.791 -1.680 -0.595 0.25 -0.36 0.17
H 0.064 -1.877 -2.371 -0.13 -0.37 -0.26
H 1.820 1.399 -1.513 0.10 0.06 0.29
```
Positions in Å, forces in eV/Å.

The calculation puts the HOMO-LUMO gap (alpha / beta) at 8.1752 / 6.0000 eV. The energy relative to the best compared isomer or geometry (same formula, charge and spin) is 75.6 kcal/mol.

---

Q: What is the energy relative to the best compared isomer or geometry (same formula, charge and spin) in the fifth record?
A: 75.6 kcal/mol